Record 1
57
Properties=species:S:1:pos:R:3:forces:R:3:lowdin_spin:R:1 method="wB97M-V/def2-TZVPD" e_lumo_ev="0.2 / 0.3" total_charge=0 e_tot_ev=-48250.5505 spin_multiplicity=4 gap_ev="7.61 / 7.61" homo_energy_ev="-7.36 / -7.34"
C 0.972 -2.914 3.111 -0.844 0.766 0.869 0.00
C 1.120 -1.474 3.169 -0.776 -0.399 0.594 0.00
C -0.134 -0.858 2.816 0.385 -1.041 0.654 -0.01
H 1.996 -0.952 3.565 -0.322 -0.209 -0.455 0.00
C -1.070 -1.918 2.568 0.647 -0.439 0.411 0.00
C -0.395 -3.188 2.758 -0.225 0.501 0.553 0.00
H -2.124 -1.761 2.308 0.558 -0.226 0.069 0.00
C 3.073 -2.181 -0.522 0.481 1.114 -0.143 0.00
C 3.206 -1.325 0.630 0.532 0.222 -0.815 0.00
C 2.550 -0.071 0.349 0.337 -0.299 -0.470 -0.01
H 3.796 -1.576 1.517 -0.407 0.210 -0.303 0.00
C 2.046 -0.116 -0.999 0.717 -0.628 0.692 -0.01
C 2.320 -1.439 -1.495 0.416 0.058 -0.019 0.00
H -0.361 0.220 2.816 0.198 -0.718 -0.196 0.00
H -0.850 -4.203 2.773 0.380 1.045 -0.345 0.00
H 1.686 -3.665 3.496 -0.422 0.638 -0.573 0.00
H 2.007 -1.811 -2.481 0.298 0.153 0.587 0.00
H 2.464 0.797 1.030 0.168 -0.741 -0.519 0.00
H 3.553 -3.172 -0.652 -0.655 0.778 0.105 0.00
Nd 0.792 -2.099 0.636 -1.347 0.365 -1.247 3.05
C 1.640 1.089 -1.869 -1.329 0.092 0.226 0.00
C 2.470 1.059 -3.174 -0.190 -0.041 -0.008 0.00
C 1.924 2.448 -1.211 -0.065 -0.043 0.091 0.00
H 3.534 1.199 -2.933 -0.286 -0.161 -0.029 0.00
H 2.168 1.890 -3.825 0.050 -0.160 0.118 0.00
H 2.359 0.124 -3.737 0.000 0.189 0.167 0.00
H 2.991 2.561 -0.984 -0.241 -0.042 0.052 0.00
H 1.327 2.591 -0.301 0.232 -0.030 -0.151 0.00
H 1.650 3.236 -1.932 0.079 -0.171 0.274 0.00
C 0.080 1.101 -2.259 0.095 0.373 -0.372 0.00
C -0.982 1.523 -1.212 0.390 0.026 1.665 0.00
H -0.202 0.078 -2.582 0.017 0.463 -0.009 0.00
H -0.031 1.799 -3.129 0.038 -0.666 0.516 0.00
O -0.936 1.222 -0.001 1.308 -1.162 -2.429 0.00
N -2.069 2.309 -1.571 -0.226 -0.929 -0.230 0.00
C -3.205 2.120 -0.621 0.366 -0.028 -0.224 0.00
H -2.315 2.429 -2.556 0.311 -0.148 0.553 0.00
C -2.774 2.465 0.793 -0.201 0.391 0.483 0.00
C -3.257 1.730 1.879 -0.085 0.309 -0.221 0.00
H -3.846 0.828 1.681 0.058 0.398 0.182 0.00
C -2.968 2.129 3.187 0.201 0.273 -0.029 0.00
H -3.408 1.586 4.027 0.243 0.114 -0.242 0.00
C -2.144 3.240 3.419 -0.157 -0.097 -0.253 0.00
H -1.939 3.568 4.441 -0.055 -0.135 -0.350 0.00
C -1.593 3.932 2.329 -0.274 -0.371 -0.201 0.00
H -0.950 4.799 2.487 -0.097 -0.302 0.022 0.00
C -1.889 3.528 1.023 -0.465 0.324 0.447 0.00
H -1.424 4.029 0.168 -0.251 -0.064 0.341 0.00
H -3.536 1.067 -0.674 0.117 0.321 0.164 0.00
H -4.064 2.734 -0.926 0.403 0.032 -0.043 0.00
C -0.653 -4.377 -3.184 0.147 0.215 0.232 0.00
O -0.196 -3.443 -2.181 -0.460 -0.170 -1.267 0.00
C 0.036 -3.981 -0.969 0.379 0.132 2.172 -0.01
O -0.179 -5.159 -0.734 0.005 0.110 -0.597 0.00
H 0.168 -5.062 -3.406 -0.279 -0.089 -0.118 0.00
H -0.907 -3.765 -4.038 -0.035 -0.034 -0.261 0.00
H -1.525 -4.920 -2.816 0.137 -0.074 -0.122 0.00

=====

Record 2
55
Properties=species:S:1:pos:R:3:forces:R:3:mulliken_charge:R:1 method="wB97M-V/def2-TZVPD" e_lumo_ev=-5.3 de_lowest_kj_mol=260.6 total_charge=+1 e_tot_ev=-30918.8466 gap_ev=5.31 homo_energy_ev=-10.59
C -0.762 -3.098 -4.198 -0.162 -0.168 -0.281 -1.25
C 0.202 -2.552 -3.176 0.755 -0.607 0.226 0.58
N -0.070 -1.213 -2.823 0.205 -1.073 0.936 -0.09
C 0.744 -0.486 -1.930 -1.075 1.031 1.531 0.96
C 2.140 -0.285 -2.279 1.234 0.735 0.417 0.66
C 2.995 0.243 -1.352 -1.056 -0.715 -0.669 -0.40
C 4.386 0.685 -1.659 0.284 -0.019 -0.209 -0.82
C 4.601 0.910 -3.161 -0.059 -0.011 -0.013 -0.81
C 4.063 -0.255 -3.984 0.016 -0.277 0.124 -0.90
C 2.598 -0.607 -3.679 -0.090 0.074 -0.547 -0.58
C 0.155 0.167 -0.841 0.184 -0.370 -2.517 -1.75
O 1.133 -3.196 -2.720 -0.946 0.898 -0.411 -0.54
H -1.211 -2.297 -4.798 0.062 -0.225 0.186 0.35
H -0.229 -3.787 -4.864 -0.104 0.177 0.251 0.36
H -1.557 -3.673 -3.703 0.192 0.163 -0.075 0.30
H -1.070 -1.063 -2.729 0.287 0.345 -0.170 0.36
H 2.641 0.338 -0.322 0.120 -0.015 -0.255 0.24
H 4.608 1.601 -1.095 -0.027 -0.157 -0.095 0.33
H 5.101 -0.070 -1.297 -0.110 0.077 0.015 0.31
H 4.090 1.828 -3.458 -0.030 0.084 0.002 0.33
H 5.665 1.047 -3.377 -0.109 0.051 0.068 0.37
H 4.149 -0.056 -5.060 0.112 -0.013 0.277 0.37
H 4.665 -1.148 -3.777 0.067 0.160 -0.025 0.32
H 2.488 -1.684 -3.859 -0.077 0.268 0.131 0.26
H 1.940 -0.122 -4.420 0.072 -0.009 0.338 0.41
H 0.482 1.196 -0.644 -0.049 -0.760 0.311 0.40
H -0.821 -0.207 -0.510 0.152 0.633 -0.589 0.38
C -4.657 4.379 4.532 0.253 -0.072 -0.062 -0.79
O -3.429 4.547 3.774 0.525 -1.401 -0.355 -0.40
C -2.730 3.465 3.338 -0.596 0.473 0.233 0.82
C -1.655 3.746 2.454 -0.213 -0.065 0.228 -0.94
C -0.925 2.722 1.901 0.169 0.233 0.327 -0.34
C -1.167 1.351 2.232 -0.057 0.013 -0.696 0.25
C -0.352 0.318 1.657 -0.002 0.045 2.688 -0.91
C -0.665 -1.077 1.804 -0.382 -0.646 -0.720 1.25
C 0.376 -2.041 1.818 -0.087 0.354 0.245 -0.34
C 0.102 -3.377 2.069 -0.093 0.074 -0.110 -0.79
C -1.224 -3.794 2.261 0.174 0.222 -0.222 -0.36
C -2.277 -2.879 2.146 0.006 0.057 -0.219 -0.92
C -2.006 -1.552 1.832 0.241 0.172 0.565 -0.38
C -2.219 1.108 3.170 -0.532 0.033 0.016 -0.38
C -3.001 2.119 3.699 0.090 0.484 -0.093 -0.77
H -5.013 5.398 4.685 0.030 -0.222 0.006 0.25
H -5.403 3.806 3.962 0.300 0.131 0.076 0.35
H -4.469 3.901 5.503 0.042 0.128 -0.294 0.34
H -1.456 4.799 2.261 0.028 -0.310 -0.193 0.44
H -0.137 2.970 1.194 -0.075 -0.097 0.113 0.37
H 0.695 0.572 1.452 -0.636 -0.072 -0.257 0.79
H 1.395 -1.692 1.646 -0.183 -0.204 0.103 0.30
H 0.918 -4.099 2.088 -0.268 0.186 0.014 0.42
H -1.442 -4.851 2.412 0.073 0.282 0.128 0.40
H -3.312 -3.206 2.273 0.387 0.061 -0.205 0.40
H -2.824 -0.858 1.630 0.217 -0.253 0.088 0.79
H -2.441 0.104 3.516 0.286 0.148 -0.061 0.61
H -3.809 1.903 4.406 0.454 -0.033 -0.301 0.39

=====

Record 3
73
Properties=species:S:1:pos:R:3:forces:R:3:lowdin_spin:R:1 method="wB97M-V/def2-TZVPD" e_lumo_ev="3.3 / 4.1" de_lowest_kj_mol=0.0 total_charge=-2 e_tot_ev=-226440.1428 spin_multiplicity=2 gap_ev="6.25 / 6.89" homo_energy_ev="-2.95 / -2.83"
Tc -0.212 -0.663 -0.133 -0.197 -0.142 -0.391 1.02
O 2.172 2.653 1.399 0.113 0.144 0.127 0.00
As 2.000 2.156 -0.234 -0.175 -0.115 -0.191 0.00
O 1.927 3.494 -1.168 0.026 0.125 -0.099 0.00
O 0.636 1.171 -0.429 0.126 0.023 0.208 0.03
C 3.610 1.201 -0.816 0.051 0.180 -0.053 0.00
C 4.443 1.981 -1.614 0.002 0.005 0.014 0.00
C 5.629 1.465 -2.123 -0.024 0.062 -0.004 0.00
C 5.993 0.158 -1.844 -0.035 -0.070 0.046 0.00
C 5.163 -0.633 -1.059 0.130 -0.041 -0.058 0.00
C 3.985 -0.112 -0.556 -0.136 -0.119 0.122 0.00
S 2.926 -1.170 0.417 -0.028 0.213 0.132 0.00
O 3.674 -2.357 0.725 0.104 -0.018 -0.085 0.00
O 2.521 -0.330 1.528 0.141 -0.047 -0.064 0.00
O 1.795 -1.418 -0.526 -0.453 -0.084 0.226 0.02
H 1.795 2.067 2.113 0.009 -0.093 0.146 0.00
H 4.128 2.994 -1.833 -0.005 0.001 -0.006 0.00
H 6.265 2.089 -2.740 0.000 0.000 0.000 0.00
H 6.916 -0.250 -2.237 0.003 -0.004 0.003 0.00
H 5.415 -1.659 -0.822 -0.011 0.013 -0.001 0.00
O -0.821 -0.191 4.492 0.011 0.136 0.032 0.00
As 0.511 -0.027 3.344 -0.182 -0.152 0.074 0.00
O 1.170 1.459 3.539 0.060 0.236 0.012 0.00
O -0.333 -0.217 1.901 0.265 -0.143 -0.186 0.02
C 1.714 -1.371 4.069 0.000 0.094 0.060 0.00
C 2.798 -0.840 4.752 0.074 -0.026 0.018 0.00
C 3.660 -1.680 5.448 -0.050 0.013 -0.029 0.00
C 3.431 -3.046 5.468 -0.024 0.006 -0.026 0.00
C 2.346 -3.578 4.781 0.082 -0.092 -0.013 0.00
C 1.494 -2.744 4.083 -0.179 0.037 -0.007 0.00
S 0.168 -3.396 3.073 0.285 0.136 0.379 0.00
O 0.198 -4.838 3.200 0.003 0.003 -0.013 0.00
O -1.052 -2.788 3.624 -0.058 -0.074 -0.067 0.00
O 0.559 -2.851 1.788 -0.226 -0.405 -0.372 0.01
H -1.137 -1.110 4.363 0.047 -0.004 -0.018 0.00
H 2.964 0.230 4.718 -0.019 0.002 -0.007 0.00
H 4.514 -1.260 5.968 0.005 -0.005 0.002 0.00
H 4.105 -3.705 6.003 0.003 -0.003 0.008 0.00
H 2.161 -4.644 4.748 -0.015 0.013 0.016 0.00
S -1.472 -2.554 -0.106 0.120 0.139 0.068 -0.07
C -2.420 -2.449 -1.571 -0.003 -0.018 0.018 0.00
C -3.570 -3.235 -1.737 0.011 -0.035 0.068 0.00
C -4.299 -3.185 -2.906 -0.023 -0.016 0.018 0.00
C -3.883 -2.349 -3.947 0.024 0.028 -0.014 0.00
C -2.750 -1.577 -3.802 0.022 0.041 -0.040 0.00
C -2.002 -1.612 -2.615 0.031 0.108 0.021 0.00
S -0.570 -0.649 -2.411 0.052 0.058 0.022 -0.02
H -3.873 -3.881 -0.921 -0.009 -0.009 -0.003 0.00
H -5.190 -3.792 -3.019 0.008 -0.001 0.016 0.00
H -4.453 -2.305 -4.868 0.010 0.001 0.002 0.00
H -2.424 -0.920 -4.600 -0.001 -0.005 0.005 0.00
C -1.549 3.320 0.028 -0.067 -0.009 -0.063 0.00
C -1.859 2.255 1.083 -0.065 -0.001 -0.026 0.00
P -2.223 0.596 0.399 -0.028 0.006 -0.068 -0.01
C -3.397 0.961 -0.965 0.072 -0.077 -0.007 0.00
C -4.679 1.681 -0.564 -0.042 0.022 0.052 0.00
C -3.223 -0.315 1.644 0.028 -0.041 -0.052 0.00
C -3.911 0.503 2.730 -0.024 0.075 0.040 0.00
H -1.103 4.193 0.505 0.022 -0.015 0.001 0.00
H -2.457 3.648 -0.484 -0.008 -0.006 -0.008 0.00
H -0.842 2.962 -0.718 0.031 0.026 0.035 0.00
H -2.732 2.557 1.668 0.040 0.007 0.050 0.00
H -1.028 2.132 1.779 0.019 -0.028 -0.060 0.00
H -3.639 0.008 -1.439 0.017 -0.035 -0.002 0.00
H -2.829 1.529 -1.705 -0.013 0.016 0.005 0.00
H -5.290 1.060 0.094 0.012 0.008 -0.003 0.00
H -5.280 1.915 -1.446 0.006 -0.007 -0.003 0.00
H -4.478 2.619 -0.043 0.009 -0.006 -0.001 0.00
H -2.531 -1.017 2.106 0.013 -0.011 0.005 0.00
H -3.942 -0.910 1.071 -0.015 0.029 -0.016 0.00
H -3.172 1.007 3.353 0.013 -0.023 0.007 0.00
H -4.480 -0.165 3.380 -0.005 -0.001 0.001 0.00
H -4.601 1.253 2.333 0.021 -0.024 -0.005 0.00